(1)
ORCA calculation (ωB97M-V with the def2-TZVPD basis set) on a molecular structure, C41H34Cl5N2O2Re at a distorted geometry.

Cartesian coordinates (Å):
1 Re 8.189 12.935 11.285
2 Cl 4.685 13.890 16.869
3 C 4.871 13.818 15.149
4 C 5.616 14.804 14.546
5 Cl 5.899 16.324 15.314
6 C 5.946 14.754 13.135
7 Cl 6.741 16.048 12.383
8 C 5.721 13.585 12.443
9 O 6.295 13.384 11.247
10 C 4.848 12.616 13.032
11 Cl 4.593 11.193 12.201
12 C 4.366 12.714 14.342
13 Cl 3.023 11.709 14.801
14 C 9.433 16.702 9.803
15 C 8.085 16.685 9.104
16 C 7.432 17.820 8.663
17 C 6.321 17.856 7.825
18 C 5.789 16.622 7.539
19 C 6.328 15.424 8.049
20 C 5.576 14.149 7.760
21 C 7.533 15.365 8.765
22 N 8.045 14.146 9.090
23 C 8.759 13.362 8.283
24 C 9.264 13.978 6.973
25 C 9.075 12.023 8.658
26 C 9.855 11.110 7.764
27 N 8.563 11.618 9.837
28 C 8.465 10.216 10.180
29 C 7.789 9.341 9.372
30 C 6.767 9.786 8.323
31 C 7.929 7.949 9.591
32 C 8.582 7.533 10.729
33 C 9.268 8.412 11.512
34 C 9.313 9.776 11.265
35 C 10.560 10.591 11.764
36 H 10.148 17.256 9.169
37 H 9.777 15.704 10.125
38 H 9.386 17.208 10.798
39 H 7.820 18.804 9.086
40 H 5.809 18.816 7.563
41 H 4.880 16.591 6.956
42 H 5.308 14.121 6.676
43 H 4.581 14.256 8.262
44 H 6.055 13.179 8.087
45 H 8.557 13.971 6.105
46 H 10.273 13.585 6.679
47 H 9.388 15.098 7.111
48 H 10.666 11.719 7.222
49 H 9.193 10.664 6.974
50 H 10.427 10.317 8.307
51 H 7.075 10.567 7.607
52 H 5.810 10.129 8.814
53 H 6.556 8.795 7.761
54 H 7.477 7.254 8.933
55 H 8.697 6.485 11.035
56 H 9.819 8.030 12.312
57 H 10.904 10.103 12.664
58 H 10.310 11.658 11.958
59 H 11.265 10.383 10.947
60 O 9.584 13.919 11.432
61 C 7.971 12.102 12.988
62 C 8.049 11.868 14.213
63 C 8.372 11.319 15.453
64 C 9.082 12.235 16.459
65 C 9.445 11.857 17.810
66 C 10.217 12.781 18.567
67 C 10.327 14.085 18.118
68 C 10.058 14.423 16.788
69 C 9.415 13.484 15.980
70 C 8.107 9.941 15.780
71 C 9.127 9.090 16.330
72 C 8.996 7.717 16.398
73 C 7.821 7.135 15.778
74 C 6.852 7.981 15.263
75 C 6.961 9.368 15.191
76 H 9.030 10.923 18.206
77 H 10.588 12.435 19.558
78 H 10.787 14.761 18.779
79 H 10.256 15.382 16.262
80 H 9.457 13.634 14.939
81 H 10.131 9.473 16.452
82 H 9.783 7.081 16.793
83 H 7.590 6.063 15.755
84 H 5.987 7.578 14.733
85 H 6.261 9.998 14.692

- highest occupied orbital energy (alpha / beta) (eV) = -2.8 / -3.9
- E_LUMO (alpha / beta) (eV) = 2.41 / 1.74
- charge = -1
- relative energy (zero: lowest compared OMol25 entry of this formula, charge and spin) (kcal per mole) = 11.4
- 2S+1 = 4

Atom charges from the Löwdin analysis, given in e for atoms 1 to 2: 1.4660, 0.6570

=====

(2)
ORCA calculation (ωB97M-V with the def2-TZVPD basis set) on a molecular structure, C7H14N2O at a distorted geometry.

Cartesian coordinates (Å):
1 C -0.048 -1.521 0.383
2 C -1.158 -0.073 -1.614
3 C -0.038 0.173 2.222
4 C 1.602 1.524 -0.527
5 C -2.325 0.490 -0.860
6 N 0.193 -0.134 0.818
7 C 0.323 -1.222 -1.076
8 C 1.466 0.186 0.164
9 N 2.591 -0.292 0.658
10 O 0.771 -1.978 -1.904
11 H 2.415 -1.115 1.238
12 H 0.658 -2.245 0.809
13 H -1.064 -1.880 0.559
14 H -1.505 -0.838 -2.308
15 H -0.566 0.680 -2.126
16 H 0.568 -0.440 2.897
17 H 0.178 1.229 2.396
18 H -1.096 0.007 2.446
19 H 1.974 1.362 -1.542
20 H 2.350 2.125 -0.007
21 H 0.639 2.031 -0.599
22 H -2.799 -0.269 -0.232
23 H -2.043 1.339 -0.235
24 H -3.084 0.861 -1.562

- highest occupied orbital energy (eV) = -8.6
- E_LUMO (eV) = -0.65
- relative energy (zero: lowest compared OMol25 entry of this formula, charge and spin) (kcal per mole) = 98.6

Atom charges from the Löwdin analysis, given in e for atoms 1 to 2: -0.1311, -0.1195

=====

(3)
ORCA calculation (ωB97M-V with the def2-TZVPD basis set) on a single C19H26N4OS2 molecule at a distorted geometry.

Cartesian coordinates (Å):
1 C -0.898 -3.350 1.818
2 C -1.860 -2.605 0.907
3 O -1.183 -2.225 -0.272
4 C -2.029 -1.599 -1.217
5 C -1.250 -1.297 -2.494
6 C -0.243 -0.166 -2.317
7 N 0.797 -0.568 -1.404
8 C 2.055 -0.114 -1.468
9 S 2.504 0.985 -2.631
10 N 2.983 -0.635 -0.608
11 C 2.651 -1.555 0.458
12 C 2.242 -0.758 1.724
13 N 2.709 0.611 1.599
14 C 1.813 1.490 1.068
15 N 0.544 1.275 1.009
16 C -0.133 2.332 0.465
17 C -1.577 2.226 0.299
18 C -2.261 2.973 -0.658
19 C -3.628 2.834 -0.804
20 C -4.331 1.950 0.000
21 C -3.658 1.203 0.953
22 C -2.291 1.337 1.101
23 C 0.653 3.389 0.120
24 S 2.309 3.075 0.480
25 C 4.081 0.677 1.142
26 C 4.181 0.118 -0.303
27 H -0.479 -4.205 1.293
28 H -1.425 -3.699 2.701
29 H -0.085 -2.699 2.127
30 H -2.258 -1.711 1.411
31 H -2.712 -3.253 0.647
32 H -2.439 -0.670 -0.793
33 H -2.872 -2.270 -1.446
34 H -0.727 -2.202 -2.809
35 H -1.961 -1.016 -3.271
36 H -0.753 0.731 -1.939
37 H 0.225 0.088 -3.272
38 H 0.459 -1.100 -0.614
39 H 1.870 -2.247 0.147
40 H 3.556 -2.138 0.657
41 H 2.689 -1.197 2.621
42 H 1.159 -0.717 1.840
43 H -1.716 3.651 -1.298
44 H -4.149 3.414 -1.550
45 H -5.400 1.844 -0.118
46 H -4.205 0.514 1.583
47 H -1.753 0.765 1.842
48 H 0.373 4.331 -0.304
49 H 4.681 0.083 1.836
50 H 4.426 1.710 1.182
51 H 4.260 0.925 -1.034
52 H 5.054 -0.534 -0.404

- SMILES = CCOCCCNC(=S)N1CCN(c2nc(-c3ccccc3)cs2)CC1
- highest occupied orbital energy (eV) = -7.6
- E_LUMO (eV) = 0.72
- relative energy (zero: lowest compared OMol25 entry of this formula, charge and spin) (kcal per mole) = 3.1

Atom charges from the Löwdin analysis, given in e for atoms 1 to 2: -0.0573, -0.2699

=====

(4)
ORCA calculation (ωB97M-V with the def2-TZVPD basis set) on 12 unconnected molecules or ions with the total composition C24H72O12S9 at a distorted geometry.

Cartesian coordinates (Å):
1 C 1.070 2.935 -5.238
2 C 1.209 3.657 -3.836
3 O 1.019 2.661 -2.936
4 H -0.012 2.548 -5.480
5 H 1.644 2.007 -5.311
6 H 1.552 3.585 -6.111
7 H 0.595 4.477 -3.638
8 H 2.203 3.874 -3.684
9 H 1.578 3.103 -2.272
10 C 1.097 3.798 0.011
11 C 2.596 3.860 -0.528
12 O 3.039 2.728 -1.236
13 H 0.656 4.674 0.449
14 H 0.928 2.830 0.765
15 H 0.236 3.712 -0.768
16 H 3.298 4.179 0.260
17 H 2.729 4.825 -1.209
18 H 3.931 2.786 -1.520
19 C -2.571 3.279 -0.055
20 C -3.375 2.255 -0.646
21 O -4.670 2.756 -1.191
22 H -3.192 4.040 0.542
23 H -2.020 3.762 -0.893
24 H -1.829 2.745 0.424
25 H -3.485 1.510 0.176
26 H -2.835 1.699 -1.364
27 H -4.903 2.072 -1.623
28 C 3.821 1.016 4.795
29 S 2.637 0.123 3.853
30 O 3.508 -0.965 3.183
31 C 1.841 -0.647 5.221
32 H 3.200 1.354 5.722
33 H 4.407 1.780 4.336
34 H 4.753 0.276 4.998
35 H 1.382 0.066 6.060
36 H 2.579 -1.380 5.700
37 H 0.985 -1.142 4.668
38 C -0.597 3.732 2.495
39 S 0.412 3.847 3.920
40 O -0.076 2.868 4.916
41 C 1.861 3.030 3.137
42 H -1.589 4.229 2.917
43 H -0.743 2.883 2.092
44 H -0.323 4.588 1.701
45 H 2.381 3.773 2.498
46 H 1.403 2.248 2.388
47 H 2.456 2.464 3.772
48 C -3.002 2.098 3.986
49 S -1.552 1.052 4.138
50 O -1.658 0.408 5.491
51 C -2.094 -0.198 2.999
52 H -2.947 2.864 4.592
53 H -3.992 1.474 3.923
54 H -3.139 2.578 2.970
55 H -1.176 -0.920 3.097
56 H -2.439 0.035 2.030
57 H -2.943 -0.876 3.342
58 C -4.086 -1.103 -4.008
59 S -3.100 -0.182 -2.895
60 O -2.118 -1.160 -2.277
61 C -2.106 0.661 -4.125
62 H -4.944 -1.684 -3.676
63 H -3.133 -1.610 -4.552
64 H -4.502 -0.276 -4.565
65 H -1.203 1.250 -3.914
66 H -2.714 1.279 -4.501
67 H -1.875 0.038 -4.843
68 C 5.662 -3.748 2.530
69 S 5.935 -3.963 0.820
70 O 5.252 -5.314 0.434
71 C 4.926 -2.653 0.151
72 H 4.621 -3.722 2.803
73 H 6.195 -2.881 2.804
74 H 6.310 -4.326 3.131
75 H 4.885 -2.737 -0.889
76 H 5.411 -1.678 0.515
77 H 3.968 -2.897 0.339
78 C 3.199 -3.473 -3.778
79 S 2.483 -2.462 -5.091
80 O 1.212 -3.204 -5.618
81 C 1.851 -1.230 -3.946
82 H 3.926 -3.056 -3.074
83 H 3.956 -4.288 -3.929
84 H 2.394 -3.954 -3.208
85 H 1.024 -1.626 -3.455
86 H 1.606 -0.407 -4.649
87 H 2.711 -0.824 -3.411
88 C -2.451 -4.823 -0.621
89 S -1.381 -3.521 -0.183
90 O -0.813 -3.823 1.237
91 C -0.006 -4.089 -1.263
92 H -1.977 -5.743 -0.809
93 H -3.045 -4.336 -1.478
94 H -3.283 -4.911 0.204
95 H 0.713 -3.390 -1.249
96 H -0.433 -4.134 -2.384
97 H 0.192 -5.141 -1.134
98 C -0.344 0.490 -1.163
99 S 0.972 0.725 -0.002
100 O 0.329 1.285 1.239
101 C 1.131 -1.079 0.448
102 H 0.120 -0.004 -2.171
103 H -0.556 1.591 -1.556
104 H -1.045 -0.199 -0.758
105 H 1.147 -1.891 -0.338
106 H 0.204 -1.321 0.981
107 H 2.017 -1.364 1.099
108 C -5.232 -3.131 1.771
109 S -5.848 -1.624 1.012
110 O -5.439 -0.672 2.186
111 C -4.582 -1.603 -0.276
112 H -4.093 -2.900 1.988
113 H -5.122 -3.874 0.943
114 H -5.728 -3.522 2.656
115 H -4.642 -2.583 -0.972
116 H -3.416 -1.483 0.154
117 H -4.951 -0.755 -0.753

- highest occupied orbital energy (eV) = -7.6
- E_LUMO (eV) = -0.12

Atom charges from the Löwdin analysis, given in e for atoms 1 to 2: -0.0598, -0.3258

=====

(5)
ORCA calculation (ωB97M-V with the def2-TZVPD basis set) on 2 unconnected molecules or ions with the total composition C23H20O6S2 at a distorted geometry.

Cartesian coordinates (Å):
1 C 5.438 2.514 -2.136
2 O 5.205 1.093 -2.033
3 C 3.922 0.651 -2.062
4 C 3.670 -0.682 -1.646
5 C 2.382 -1.064 -1.354
6 C 1.295 -0.202 -1.582
7 C -0.035 -0.557 -1.015
8 C -1.235 0.255 -1.372
9 C -2.379 -0.450 -1.739
10 C -3.559 0.228 -2.021
11 C -3.615 1.623 -1.847
12 O -4.866 2.147 -1.984
13 C -5.769 1.035 -2.265
14 C -4.942 -0.261 -2.309
15 C -2.474 2.367 -1.494
16 C -1.302 1.662 -1.201
17 C 1.545 1.024 -2.215
18 C 2.841 1.465 -2.465
19 H 6.508 2.610 -1.954
20 H 5.179 2.866 -3.142
21 H 4.866 3.077 -1.384
22 H 4.509 -1.347 -1.448
23 H 2.193 -2.069 -0.970
24 H -0.222 -1.633 -0.978
25 H -2.328 -1.537 -1.791
26 H -6.534 0.990 -1.479
27 H -6.257 1.238 -3.226
28 H -5.009 -0.747 -3.293
29 H -5.285 -0.994 -1.562
30 H -2.571 3.441 -1.415
31 H -0.434 2.241 -0.860
32 H 0.707 1.649 -2.518
33 H 3.014 2.448 -2.923
34 C 1.173 -1.987 5.698
35 C 1.790 -1.785 4.460
36 C 0.987 -1.481 3.370
37 C -0.398 -1.388 3.483
38 C -1.020 -1.594 4.709
39 C -0.225 -1.892 5.821
40 S -1.274 -1.010 1.978
41 O -2.143 -2.113 1.609
42 O -1.852 0.319 2.053
43 C 0.135 -0.925 0.997
44 S 1.650 -1.214 1.748
45 O 2.428 0.010 1.716
46 O 2.293 -2.440 1.296
47 H 1.795 -2.226 6.568
48 H 2.869 -1.857 4.321
49 H -2.104 -1.521 4.766
50 H -0.706 -2.056 6.791
51 H 0.144 0.082 0.298

- highest occupied orbital energy (eV) = -8.2
- E_LUMO (eV) = -0.59
- relative energy (zero: lowest compared OMol25 entry of this formula, charge and spin) (kcal per mole) = 8.6

Atom charges from the Löwdin analysis, given in e for atoms 1 to 2: -0.0574, -0.0793

=====

(6)
ORCA calculation (ωB97M-V with the def2-TZVPD basis set) on a molecular structure, C25H35Cl2N4O3SeTm at a distorted geometry.

Cartesian coordinates (Å):
1 O -2.184 -3.054 0.053
2 C -3.321 -2.938 -0.402
3 C -3.656 -2.422 -1.752
4 C -2.665 -2.291 -2.745
5 H -1.610 -2.348 -2.459
6 C -3.036 -2.088 -4.076
7 H -2.268 -2.040 -4.849
8 C -4.389 -1.956 -4.420
9 H -4.691 -1.871 -5.467
10 C -5.357 -1.937 -3.406
11 H -6.401 -1.771 -3.666
12 C -4.995 -2.155 -2.079
13 H -5.740 -2.168 -1.282
14 H -4.203 -3.228 0.224
15 C -4.139 1.754 1.266
16 C -3.356 2.041 0.060
17 H -5.225 1.893 1.132
18 H -3.805 2.363 2.123
19 H -3.992 0.699 1.568
20 C -3.585 2.286 -1.208
21 C -4.306 3.436 -1.896
22 H -3.255 1.556 -1.970
23 H -5.113 3.033 -2.523
24 H -3.623 3.976 -2.569
25 H -4.726 4.131 -1.155
26 Tm -1.122 1.854 0.159
27 Cl -0.833 0.856 -2.126
28 Cl -1.106 4.299 0.617
29 C 1.745 2.866 -0.289
30 O 1.179 1.967 0.408
31 N 2.881 3.451 0.049
32 C 3.491 3.204 1.359
33 C 3.367 4.596 -0.716
34 H 1.266 3.217 -1.219
35 H 3.106 2.268 1.774
36 H 3.281 4.035 2.049
37 H 4.577 3.144 1.228
38 H 2.898 4.584 -1.705
39 H 4.453 4.525 -0.822
40 H 3.118 5.542 -0.212
41 H -0.585 0.441 5.311
42 H -0.920 -2.170 5.109
43 C -1.462 0.527 4.656
44 C -1.757 -1.934 4.436
45 N -1.535 -0.646 3.776
46 H -1.400 1.443 4.063
47 C -1.402 -0.558 2.465
48 O -1.304 0.552 1.856
49 H -1.853 -2.721 3.680
50 H -1.368 -1.510 1.907
51 H -2.356 0.544 5.293
52 H -2.677 -1.889 5.037
53 C 3.154 -0.221 -1.705
54 N 3.373 -1.293 -0.752
55 C 2.397 -2.043 -0.131
56 Se 0.596 -1.972 -0.340
57 N 3.096 -2.941 0.641
58 C 4.471 -2.803 0.478
59 C 5.536 -3.575 0.924
60 C 6.812 -3.211 0.472
61 C 6.994 -2.127 -0.412
62 C 5.904 -1.376 -0.876
63 C 4.649 -1.741 -0.398
64 H 3.685 -0.453 -2.639
65 H 3.557 0.718 -1.303
66 H 2.080 -0.111 -1.888
67 H 2.635 -3.648 1.201
68 H 5.337 -4.410 1.593
69 H 7.690 -3.769 0.801
70 H 8.004 -1.874 -0.740
71 H 5.986 -0.541 -1.571

- highest occupied orbital energy (alpha / beta) (eV) = -5.0 / -5.0
- E_LUMO (alpha / beta) (eV) = 0.21 / 0.21
- relative energy (zero: lowest compared OMol25 entry of this formula, charge and spin) (kcal per mole) = 0.0
- 2S+1 = 3

Atom charges from the Löwdin analysis, given in e for atoms 1 to 2: -0.0777, -0.1918

=====

(7)
ORCA calculation (ωB97M-V with the def2-TZVPD basis set) on a molecular structure, C43H40Br2IrN10OPSe2 at a distorted geometry.

Cartesian coordinates (Å):
1 Ir 0.019 -0.068 1.125
2 Br -1.425 3.622 6.530
3 C -1.040 2.665 4.976
4 C -1.813 2.820 3.841
5 C -1.495 2.079 2.720
6 N -0.470 1.223 2.693
7 C 0.299 1.088 3.794
8 C 0.038 1.788 4.953
9 C 1.453 0.164 3.641
10 C 2.386 -0.069 4.630
11 C 3.452 -0.920 4.359
12 Br 4.719 -1.266 5.683
13 C 3.564 -1.500 3.108
14 C 2.596 -1.218 2.167
15 N 1.562 -0.413 2.429
16 H -2.646 3.508 3.816
17 H -2.066 2.170 1.809
18 H 0.653 1.670 5.833
19 H 2.301 0.391 5.603
20 H 4.377 -2.171 2.864
21 H 2.601 -1.660 1.181
22 C -4.779 0.357 -1.915
23 N -3.766 -0.068 -0.967
24 C -3.950 -1.103 0.039
25 C -2.645 -1.010 0.798
26 O -2.297 -1.655 1.759
27 N -1.871 -0.011 0.226
28 C -2.590 0.542 -0.768
29 N -2.206 1.584 -1.488
30 H -5.543 -0.415 -1.969
31 H -4.354 0.465 -2.914
32 H -5.255 1.292 -1.612
33 H -4.063 -2.098 -0.393
34 H -4.793 -0.891 0.698
35 H -1.449 2.187 -1.176
36 H -2.845 1.991 -2.150
37 C 1.178 5.979 -1.905
38 N -0.072 6.599 -1.496
39 C -0.527 7.835 -1.921
40 C -1.713 8.045 -1.320
41 N -1.973 6.933 -0.539
42 C -3.131 6.764 0.325
43 C -0.964 6.048 -0.647
44 Se -0.803 4.426 0.248
45 H 1.801 6.739 -2.368
46 H 0.983 5.177 -2.617
47 H 1.679 5.568 -1.032
48 H 0.037 8.446 -2.604
49 H -2.392 8.879 -1.369
50 H -3.795 7.610 0.175
51 H -2.815 6.722 1.365
52 H -3.647 5.841 0.073
53 N 0.342 -1.634 0.061
54 P 0.535 -3.107 -0.355
55 C 1.655 -3.223 -1.769
56 C 1.390 -4.041 -2.865
57 C 2.275 -4.084 -3.936
58 C 3.429 -3.316 -3.916
59 C 3.702 -2.497 -2.825
60 C 2.818 -2.450 -1.761
61 C 1.224 -4.112 0.978
62 C 2.378 -4.877 0.829
63 C 2.918 -5.543 1.924
64 C 2.303 -5.454 3.163
65 C 1.141 -4.702 3.315
66 C 0.605 -4.030 2.228
67 C -0.984 -3.931 -0.875
68 C -1.789 -3.268 -1.803
69 C -2.942 -3.866 -2.285
70 C -3.315 -5.125 -1.821
71 C -2.527 -5.783 -0.890
72 C -1.357 -5.192 -0.423
73 H 0.496 -4.652 -2.885
74 H 2.064 -4.725 -4.782
75 H 4.121 -3.358 -4.748
76 H 4.604 -1.898 -2.809
77 H 3.027 -1.795 -0.923
78 H 2.860 -4.953 -0.139
79 H 3.814 -6.139 1.804
80 H 2.721 -5.979 4.013
81 H 0.652 -4.647 4.280
82 H -0.299 -3.439 2.345
83 H -1.493 -2.284 -2.157
84 H -3.546 -3.363 -3.030
85 H -4.215 -5.596 -2.195
86 H -2.814 -6.762 -0.530
87 H -0.739 -5.720 0.293
88 Se 2.099 2.529 1.228
89 N 1.109 1.342 0.308
90 C 1.395 1.459 -0.982
91 C 0.878 0.659 -2.045
92 C 1.311 0.916 -3.300
93 C 2.274 1.949 -3.588
94 C 2.810 2.702 -2.605
95 C 2.385 2.475 -1.255
96 N 2.880 3.125 -0.221
97 H 0.206 -0.156 -1.813
98 H 0.950 0.313 -4.122
99 H 2.583 2.096 -4.615
100 H 3.561 3.459 -2.793

- highest occupied orbital energy (eV) = -12.1
- E_LUMO (eV) = -5.73
- charge = +2
- relative energy (zero: lowest compared OMol25 entry of this formula, charge and spin) (kcal per mole) = 20.8

Atom charges from the Löwdin analysis, given in e for atoms 1 to 2: 1.3648, 0.8697